C35H28F3HgN6O7 as an isolated structure. Source: OMol25; level of theory: ωB97M-V/def2-TZVPD.

Results
HOMO level (spin up / spin down)	0.53 / -2.50	eV
expectation value of S²	0.77
energy relative to the best compared isomer or geometry (same formula, charge and spin)	0.000	eV
frontier orbital gap (spin up / spin down)	3.24 / 6.27	eV
E_tot	-72348.270	eV

```
! wB97M-V def2-TZVPD RIJCOSX def2/J DEFGRID3
* xyz -2 2
Hg 1.953 -0.468 0.950
O 2.489 -1.720 -2.973
C 1.971 -1.909 -1.866
O 1.248 -1.035 -1.260
C 2.139 -3.261 -1.195
C 2.431 -4.329 -2.029
C 2.576 -5.645 -1.556
C 2.437 -5.864 -0.186
C 2.130 -4.792 0.636
C 1.981 -3.459 0.206
O 1.781 -2.520 1.126
N 1.967 -5.110 2.053
O 2.801 -5.828 2.583
O 0.985 -4.690 2.648
N 2.844 -6.702 -2.416
O 2.958 -6.473 -3.673
O 2.962 -7.881 -1.917
H 2.551 -4.144 -3.085
H 2.552 -6.860 0.212
C -1.355 3.763 -2.858
C -0.261 3.015 -3.569
C 0.391 3.561 -4.668
C 1.387 2.854 -5.331
C 1.747 1.590 -4.893
C 1.121 1.028 -3.787
C 0.120 1.739 -3.136
N -0.554 1.187 -2.003
C -0.095 1.424 -0.715
N 0.990 2.254 -0.618
C 1.657 2.552 0.611
C 2.217 1.542 1.397
C 2.888 1.928 2.558
C 3.014 3.263 2.913
C 2.457 4.246 2.111
C 1.765 3.904 0.956
C 1.133 4.967 0.098
N -0.653 0.958 0.341
C -1.801 0.159 0.219
C -1.703 -1.204 -0.063
C -2.842 -1.997 -0.095
C -4.086 -1.444 0.166
C -4.184 -0.086 0.450
C -3.059 0.728 0.475
C -3.157 2.197 0.769
H -1.488 4.755 -3.293
H -1.129 3.878 -1.798
H -2.299 3.219 -2.920
H 0.108 4.550 -5.012
H 1.880 3.296 -6.189
H 2.528 1.030 -5.393
H 1.435 0.053 -3.416
H -0.839 0.223 -2.112
H 1.523 2.378 -1.465
H 3.324 1.170 3.199
H 3.545 3.537 3.818
H 2.548 5.292 2.385
H 1.241 5.947 0.564
H 0.072 4.764 -0.046
H 1.584 5.010 -0.897
H -0.720 -1.622 -0.259
H -2.745 -3.054 -0.315
H -4.975 -2.062 0.161
H -5.153 0.352 0.665
H -4.167 2.467 1.081
H -2.895 2.790 -0.112
H -2.449 2.480 1.552
F -4.746 -1.969 3.409
C -4.101 -0.996 4.068
F -4.782 0.148 3.862
F -4.236 -1.279 5.389
C -2.656 -0.883 3.682
C -2.025 0.353 3.698
C -0.681 0.396 3.373
N 0.026 -0.686 3.060
C -0.587 -1.866 3.037
C -1.936 -2.012 3.348
H -2.569 1.258 3.932
H -0.149 1.341 3.331
H 0.018 -2.712 2.732
H -2.402 -2.986 3.297
*
```

C35H29AlClF5N3O6S2Te as an isolated structure. Source: OMol25; level of theory: ωB97M-V/def2-TZVPD.

Results
HOMO level	-5.45	eV
energy relative to the best compared isomer or geometry (same formula, charge and spin)	0.000	eV
frontier orbital gap	7.71	eV
E_tot	-115201.883	eV

```
! wB97M-V def2-TZVPD RIJCOSX def2/J DEFGRID3
* xyz -1 1
Al -1.498 -0.084 -0.037
C 0.886 -3.367 7.068
C 0.975 -2.581 5.788
C 2.207 -2.216 5.258
C 2.288 -1.519 4.060
C 1.124 -1.181 3.390
C -0.118 -1.525 3.903
C -0.181 -2.225 5.095
S 1.215 -0.227 1.892
O 2.587 -0.344 1.440
O 0.727 1.085 2.190
N 0.190 -0.936 0.866
C 0.473 -2.240 0.480
C 1.554 -3.024 0.844
C 1.691 -4.346 0.382
C 0.779 -4.923 -0.452
C -0.337 -4.161 -0.863
C -1.339 -4.664 -1.722
C -2.394 -3.874 -2.069
C -2.455 -2.559 -1.574
N -1.532 -2.061 -0.787
C -0.484 -2.836 -0.406
H 1.824 -3.327 7.623
H 0.663 -4.417 6.865
H 0.092 -2.984 7.711
H 3.116 -2.481 5.787
H 3.244 -1.240 3.637
H -1.020 -1.253 3.364
H -1.150 -2.503 5.496
H 2.327 -2.620 1.477
H 2.557 -4.912 0.706
H 0.891 -5.941 -0.803
H -1.255 -5.680 -2.090
H -3.183 -4.231 -2.717
H -3.271 -1.898 -1.826
F -3.845 0.820 -3.677
Te -3.853 1.562 -1.949
F -5.552 0.809 -1.782
F -4.152 2.472 -0.367
F -4.725 3.012 -2.737
F -2.306 2.477 -2.470
O -2.992 0.157 -1.251
N -0.383 0.365 -1.661
S 1.052 -0.085 -2.122
C 0.906 -0.560 -3.852
C 2.041 -0.908 -4.573
C 1.906 -1.333 -5.883
C 0.644 -1.411 -6.463
C -0.482 -1.069 -5.730
C -0.356 -0.645 -4.412
C 2.052 1.381 -2.329
C 1.783 2.285 -3.348
C 2.492 3.471 -3.397
C 3.457 3.743 -2.434
C 3.711 2.834 -1.420
C 3.003 1.642 -1.358
H -0.635 1.281 -2.028
H 3.021 -0.836 -4.114
H 2.784 -1.603 -6.456
H 0.542 -1.742 -7.489
H -1.465 -1.128 -6.179
H -1.223 -0.379 -3.817
H 1.018 2.070 -4.085
H 2.283 4.190 -4.178
H 4.003 4.678 -2.471
H 4.446 3.058 -0.658
H 3.154 0.946 -0.544
O -2.431 2.190 2.855
C -1.908 3.422 2.685
C -2.194 4.448 3.586
C -1.656 5.712 3.418
C -0.810 5.971 2.349
C -0.520 4.947 1.461
C -1.057 3.672 1.601
C -0.699 2.659 0.540
O 0.263 2.871 -0.184
O -1.525 1.670 0.422
H -3.096 2.208 3.549
H -2.848 4.240 4.427
H -1.900 6.495 4.127
H -0.385 6.956 2.209
H 0.141 5.108 0.621
Cl -2.895 -0.830 1.595
*
```

C35H29AsClCuO4Te as an isolated structure. Source: OMol25; level of theory: ωB97M-V/def2-TZVPD.

Results
HOMO level (spin up / spin down)	-2.89 / -4.12	eV
expectation value of S²	0.78
energy relative to the best compared isomer or geometry (same formula, charge and spin)	0.084	eV
frontier orbital gap (spin up / spin down)	5.02 / 6.24	eV
E_tot	-170246.808	eV

```
! wB97M-V def2-TZVPD RIJCOSX def2/J DEFGRID3
* xyz -1 2
Cu -0.309 0.651 1.048
Cl 3.804 5.922 -3.030
C 3.314 4.545 -2.065
C 4.287 3.706 -1.546
C 3.878 2.610 -0.784
C 2.542 2.351 -0.542
O 2.078 1.259 0.175
C 1.527 3.232 -1.055
C 0.135 3.132 -0.875
O -0.550 2.276 -0.173
C 1.981 4.332 -1.838
H 5.335 3.893 -1.729
H 4.618 1.944 -0.379
H -0.444 3.901 -1.401
H 1.250 5.015 -2.251
C -3.152 2.181 -1.550
Te -2.910 2.366 0.553
C -5.097 2.266 0.449
C -5.458 2.830 -0.888
C -6.689 3.413 -1.168
C -6.962 3.921 -2.429
C -5.999 3.854 -3.424
C -4.764 3.285 -3.153
C -4.485 2.772 -1.892
H -3.094 1.107 -1.745
H -2.322 2.663 -2.059
H -5.583 2.788 1.273
H -5.340 1.203 0.517
H -7.439 3.469 -0.388
H -7.923 4.375 -2.633
H -6.204 4.257 -4.408
H -4.002 3.248 -3.922
C -2.439 0.408 1.058
H -2.715 0.295 2.110
H -3.115 -0.197 0.444
O 4.051 0.254 0.696
C 2.845 0.233 0.718
O 0.793 -0.212 2.417
As 1.522 -1.343 1.378
C 0.254 -2.838 1.898
C -0.272 -3.789 1.033
C -1.086 -4.817 1.499
C -1.384 -4.910 2.847
C -0.862 -3.969 3.727
C -0.056 -2.946 3.254
C 3.062 -2.263 2.134
C 3.381 -3.567 1.778
C 4.464 -4.205 2.366
C 5.215 -3.547 3.331
C 4.886 -2.250 3.699
C 3.819 -1.605 3.093
C 1.330 -1.689 -0.547
C 2.460 -1.990 -1.298
C 2.356 -2.163 -2.671
C 1.128 -2.013 -3.301
C 0.002 -1.703 -2.552
C 0.099 -1.553 -1.176
H -0.051 -3.741 -0.030
H -1.489 -5.542 0.800
H -2.021 -5.707 3.213
H -1.090 -4.032 4.785
H 0.331 -2.201 3.938
H 2.773 -4.092 1.049
H 4.716 -5.219 2.080
H 6.055 -4.046 3.797
H 5.470 -1.736 4.452
H 3.566 -0.586 3.360
H 3.429 -2.062 -0.815
H 3.240 -2.398 -3.251
H 1.051 -2.131 -4.374
H -0.957 -1.576 -3.040
H -0.785 -1.324 -0.587
*
```

C35H29AuN3O4P2 as an isolated structure. Source: OMol25; level of theory: ωB97M-V/def2-TZVPD.

Results
HOMO level	-10.97	eV
energy relative to the best compared isomer or geometry (same formula, charge and spin)	0.282	eV
frontier orbital gap	6.81	eV
E_tot	-71691.688	eV

```
! wB97M-V def2-TZVPD RIJCOSX def2/J DEFGRID3
* xyz 1 1
Au -0.190 0.263 -0.780
C 1.565 2.369 -2.424
P 1.805 0.628 -1.903
C 3.148 0.565 -0.715
C 3.575 1.707 -0.037
C 4.613 1.612 0.876
C 5.212 0.386 1.127
C 4.779 -0.753 0.460
C 3.753 -0.666 -0.465
C 2.243 -0.402 -3.301
C 1.607 -1.614 -3.548
C 1.998 -2.381 -4.637
C 3.012 -1.941 -5.473
C 3.652 -0.732 -5.224
C 3.275 0.034 -4.138
C 0.785 3.022 -1.316
C 0.819 4.246 -0.690
C -0.141 4.198 0.363
C -0.722 2.950 0.328
C -1.757 2.257 1.163
P -1.139 0.546 1.483
C -2.518 -0.518 1.933
C -2.258 -1.878 2.115
C -3.301 -2.764 2.319
C -4.611 -2.306 2.342
C -4.876 -0.953 2.174
C -3.836 -0.060 1.968
C -0.004 0.632 2.870
C 1.332 0.943 2.649
C 2.195 1.082 3.723
C 1.728 0.898 5.016
C 0.396 0.573 5.240
C -0.474 0.439 4.171
N -0.151 2.232 -0.699
H 0.996 2.322 -3.358
H 2.508 2.878 -2.627
H 3.101 2.665 -0.211
H 4.954 2.501 1.390
H 6.022 0.317 1.839
H 5.249 -1.708 0.652
H 3.429 -1.554 -0.994
H 0.819 -1.964 -2.896
H 1.506 -3.325 -4.825
H 3.309 -2.541 -6.321
H 4.444 -0.392 -5.876
H 3.787 0.969 -3.941
H 1.416 5.096 -0.971
H -0.403 5.005 1.024
H -2.691 2.161 0.604
H -1.965 2.818 2.076
H -1.240 -2.252 2.078
H -3.093 -3.818 2.443
H -5.426 -3.003 2.478
H -5.895 -0.594 2.194
H -4.067 0.990 1.851
H 1.702 1.070 1.640
H 3.234 1.324 3.547
H 2.404 1.000 5.854
H 0.035 0.420 6.247
H -1.509 0.177 4.346
O -4.084 -4.182 -0.587
C -4.778 -3.075 -0.787
O -5.975 -3.028 -0.667
C -4.015 -1.834 -1.112
C -4.645 -0.643 -1.411
N -3.684 0.281 -1.573
N -2.462 -0.235 -1.409
C -2.643 -1.516 -1.125
C -1.437 -2.372 -0.888
O -1.551 -3.582 -0.793
O -0.278 -1.778 -0.829
H -3.110 -4.030 -0.670
H -5.694 -0.426 -1.510
H -3.785 1.243 -1.853
*
```

C35H29BaBrN5O10P as an isolated structure. Source: OMol25; level of theory: ωB97M-V/def2-TZVPD.

Results
HOMO level	-6.67	eV
energy relative to the best compared isomer or geometry (same formula, charge and spin)	0.826	eV
frontier orbital gap	6.03	eV
E_tot	-144721.190	eV

```
! wB97M-V def2-TZVPD RIJCOSX def2/J DEFGRID3
* xyz 0 1
Ba 0.862 0.112 -0.639
O -0.094 -3.327 1.658
C -0.705 -2.430 0.916
O -0.493 -2.233 -0.259
C -1.654 -1.525 1.662
C -2.432 -1.941 2.734
C -3.272 -1.013 3.321
C -3.259 0.297 2.858
C -2.403 0.623 1.814
N -1.640 -0.278 1.208
C -2.250 2.031 1.280
O -2.584 3.028 2.131
O -1.849 2.269 0.183
H 0.839 -3.408 1.260
H -2.379 -2.965 3.076
H -3.922 -1.296 4.138
H -3.913 1.037 3.302
H -2.783 2.678 3.007
Br -3.320 -5.433 -3.079
C -2.498 -4.530 -4.530
C -1.660 -5.229 -5.381
C -1.061 -4.557 -6.435
C -1.265 -3.195 -6.609
C -2.140 -2.513 -5.768
C -2.759 -3.183 -4.726
N -0.655 -2.584 -7.760
N -0.077 -1.489 -7.696
C 0.131 -0.831 -6.443
C -0.306 0.466 -6.336
C -0.297 1.156 -5.119
C 0.207 0.575 -3.958
O 0.199 1.141 -2.798
C 0.797 -0.748 -4.101
N 1.371 -1.275 -2.988
C 1.942 -2.455 -3.049
C 2.011 -3.196 -4.242
C 1.431 -2.691 -5.371
C 0.770 -1.443 -5.328
H -1.484 -6.284 -5.227
H -0.418 -5.084 -7.128
H -2.327 -1.458 -5.912
H -3.432 -2.657 -4.063
H -0.730 0.933 -7.217
H -0.703 2.157 -5.057
H 2.361 -2.840 -2.125
H 2.520 -4.150 -4.253
H 1.485 -3.235 -6.305
O 2.211 -2.840 0.542
C 2.711 -1.765 0.939
O 3.170 -0.847 0.217
C 2.616 -1.422 2.409
C 3.649 -1.735 3.325
C 3.515 -1.323 4.615
C 2.360 -0.603 5.002
C 2.147 -0.139 6.323
C 1.010 0.544 6.644
C 0.033 0.795 5.656
C 0.214 0.362 4.374
C 1.383 -0.349 4.017
N 1.526 -0.766 2.726
H 4.515 -2.285 2.984
H 4.279 -1.537 5.354
H 2.902 -0.340 7.073
H 0.853 0.894 7.656
H -0.865 1.339 5.922
H -0.516 0.551 3.599
C 0.772 4.972 2.474
O 1.904 4.378 1.829
P 1.759 2.806 1.430
O 1.002 2.878 -0.008
C 1.343 3.823 -1.050
O 3.265 2.558 0.895
C 4.253 2.117 1.833
H 1.092 5.942 2.847
H 0.437 4.357 3.313
H -0.054 5.103 1.773
H 0.608 3.679 -1.835
H 2.340 3.605 -1.432
H 1.315 4.833 -0.648
H 5.197 2.076 1.297
H 4.007 1.119 2.196
H 4.342 2.816 2.666
*
```

C35H29BrClN5O4STi as an isolated structure. Source: OMol25; level of theory: ωB97M-V/def2-TZVPD.

Results
HOMO level (spin up / spin down)	0.15 / -2.63	eV
expectation value of S²	2.04
energy relative to the best compared isomer or geometry (same formula, charge and spin)	2.323	eV
frontier orbital gap (spin up / spin down)	3.44 / 6.22	eV
E_tot	-168923.402	eV

```
! wB97M-V def2-TZVPD RIJCOSX def2/J DEFGRID3
* xyz -2 3
Ti 13.152 7.815 10.341
Cl 11.861 8.074 17.624
C 12.236 7.770 15.876
C 12.422 6.417 15.500
C 12.588 6.134 14.181
C 12.909 7.115 13.234
O 13.072 6.804 11.970
C 12.641 8.509 13.578
C 12.827 9.603 12.753
N 12.864 9.559 11.452
C 12.963 10.746 10.865
C 12.135 11.307 9.946
C 12.460 12.428 9.199
C 13.640 13.114 9.314
C 14.564 12.604 10.191
C 15.773 13.198 10.359
C 16.486 12.857 11.450
C 16.147 11.787 12.391
N 15.100 11.140 12.073
C 14.274 11.415 11.069
C 12.338 8.788 14.922
H 12.189 5.615 16.182
H 12.638 5.172 13.784
H 12.944 10.485 13.212
H 11.383 10.609 9.567
H 11.713 12.763 8.408
H 14.085 13.871 8.648
H 16.268 14.025 9.957
H 17.405 13.434 11.751
H 16.848 11.520 13.246
H 12.093 9.792 15.346
O 12.276 4.015 8.648
C 12.859 5.050 8.914
N 13.459 6.045 9.153
N 15.941 6.005 10.730
C 17.152 6.422 10.428
N 18.138 6.733 11.227
C 19.281 6.953 10.499
C 20.510 7.169 11.076
C 21.618 7.218 10.284
C 21.604 7.145 8.882
C 20.345 7.085 8.273
C 19.206 6.875 9.079
S 17.573 6.560 8.687
H 15.657 6.052 11.690
H 15.187 5.977 10.104
H 20.631 7.222 12.147
H 22.558 7.394 10.769
H 22.520 7.263 8.287
H 20.276 7.168 7.185
Br 7.289 10.524 4.283
C 8.199 9.891 5.951
C 7.399 9.559 7.062
C 8.118 8.964 8.078
C 9.435 8.720 8.002
C 10.196 9.267 6.900
C 9.579 9.771 5.804
C 10.206 8.051 9.105
O 9.541 7.519 9.979
O 11.506 8.137 9.054
H 6.337 9.851 7.114
H 7.649 8.685 9.021
H 11.338 9.141 6.933
H 10.094 10.062 4.897
C 15.438 10.495 7.433
C 14.484 9.391 7.923
C 14.295 8.407 6.847
C 14.808 8.735 9.381
H 14.993 10.840 6.537
H 16.373 10.083 7.086
H 15.415 11.497 7.991
H 13.626 9.857 8.044
H 15.194 8.157 6.429
H 13.722 8.887 6.069
H 13.826 7.481 7.275
H 15.146 9.376 10.169
H 15.541 7.909 9.166
*
```